1.
The following is a quantum chemistry calculation of a cluster of 2 separate species, C7H18N2 in total, from the OMol25 dataset.

* Kohn-Sham gap: 8.6 eV
* ΔE to the lowest compared entry with this formula, charge and spin: 56.80 kcal/mol
* M: 130.235 g/mol
* lowest unoccupied orbital energy: 0.88 eV

```
! RIJCOSX wB97M-V def2-TZVPD def2/J DEFGRID3
* xyz 0 1
N 1.411 1.812 -1.142
N -0.139 0.086 0.160
C 1.232 -0.292 0.293
C 1.985 -0.012 1.372
C -1.163 -0.965 -0.022
C -2.525 -0.265 -0.021
C -1.124 -2.007 1.105
C -0.930 -1.643 -1.375
C 1.835 2.879 -0.258
H 1.700 0.770 2.062
H -2.561 0.500 -0.794
H -1.782 -2.275 -1.620
H -2.717 0.198 0.947
H -3.321 -0.987 -0.194
H -0.156 -2.508 1.143
H -0.819 -0.894 -2.157
H 0.985 3.193 0.353
H -1.300 -1.542 2.074
H -1.869 -2.781 0.934
H 0.252 1.527 -1.085
H 1.541 -1.022 -0.439
H 2.198 3.779 -0.772
H 3.051 -0.159 1.333
H -0.044 -2.272 -1.356
H 2.590 2.488 0.431
H 2.060 1.717 -1.916
H -0.391 0.676 0.946
*
```

2.
The following is a quantum chemistry calculation of a cluster of 3 separate species, C7H18N2O in total, from the OMol25 dataset.

* Kohn-Sham gap (spin up / spin down): 6.6 / 6.6 eV
* ΔE to the lowest compared entry with this formula, charge and spin: 116.08 kcal/mol
* M: 146.234 g/mol
* lowest unoccupied orbital energy (spin up / spin down): 0.74 / 0.74 eV

```
! RIJCOSX wB97M-V def2-TZVPD def2/J DEFGRID3
* xyz 0 1
O 0.354 -0.768 3.577
N -1.628 0.412 3.148
N -1.897 -0.431 0.402
C 0.653 0.082 -1.622
C -0.572 -0.596 0.670
C -0.262 0.252 2.791
C 0.354 0.427 0.452
C -0.558 0.661 -2.306
C 0.886 -1.370 -1.971
C 1.891 0.921 -1.836
H -2.079 -0.495 3.207
H -0.028 1.438 0.397
H -2.408 0.311 0.857
H 1.132 -1.496 -3.039
H 2.184 0.952 -2.898
H 1.214 -0.961 3.187
H -0.763 1.679 -1.961
H 2.750 0.522 -1.288
H -0.229 -1.628 0.654
H 0.255 1.209 2.931
H -1.446 0.037 -2.177
H -2.447 -1.240 0.166
H 1.736 1.955 -1.516
H 1.383 0.277 0.743
H -1.772 0.904 4.029
H 1.723 -1.794 -1.408
H -0.423 0.722 -3.397
H -0.002 -1.982 -1.791
*
```

3.
The following is a quantum chemistry calculation of a structure of composition C7H18N2O2S, from the OMol25 dataset.

* Kohn-Sham gap: 9.8 eV
* ΔE to the lowest compared entry with this formula, charge and spin: 175.81 kcal/mol
* M: 194.300 g/mol
* lowest unoccupied orbital energy: 0.34 eV

```
! RIJCOSX wB97M-V def2-TZVPD def2/J DEFGRID3
* xyz 0 1
S -2.987 -0.696 -0.179
O -3.529 0.389 -1.104
O -3.384 -2.095 -0.317
N 3.641 -2.182 -0.254
N -1.518 -0.638 -0.564
C -3.293 -0.575 1.580
C 0.327 1.382 0.853
C 1.564 1.176 0.093
C 3.418 -0.658 -0.165
C -1.241 0.602 -1.286
C -0.765 1.763 -0.275
C 1.818 -0.362 -0.154
H 4.250 -0.774 0.818
H 3.922 -0.040 -1.076
H 1.763 1.804 -0.827
H -1.566 2.507 0.059
H -1.171 -1.531 -0.912
H -4.181 -1.675 1.901
H 0.059 0.706 1.664
H 2.931 -2.497 -1.133
H 1.233 -0.540 -1.253
H -0.457 0.370 -2.040
H -1.936 1.206 -1.820
H 0.578 2.431 1.447
H -2.271 -1.200 1.836
H 1.067 -1.046 0.687
H -3.732 0.676 1.967
H 2.364 1.543 0.836
H -0.106 2.467 -1.021
H 3.201 -2.512 0.639
*
```

4.
The following is a quantum chemistry calculation of a cluster of 2 separate species, C7H18N2Si in total, from the OMol25 dataset.

* Kohn-Sham gap: 8.4 eV
* ΔE to the lowest compared entry with this formula, charge and spin: 116.64 kcal/mol
* M: 158.321 g/mol
* lowest unoccupied orbital energy: 0.79 eV

```
! RIJCOSX wB97M-V def2-TZVPD def2/J DEFGRID3
* xyz 0 1
Si 0.458 -0.373 0.299
N 0.181 0.839 1.431
N 0.847 0.303 -1.275
C -1.445 -2.257 0.197
C 1.913 -1.476 0.860
C -0.022 0.793 -2.308
C -2.643 -1.777 0.645
C 0.764 1.785 -3.234
C -0.324 0.275 2.658
C 0.022 2.247 1.323
H 2.445 -1.038 1.799
H 0.372 0.367 3.512
H 1.767 -2.524 1.011
H -0.029 2.486 -3.658
H -1.153 -3.135 -0.393
H 0.774 2.564 0.499
H -1.200 0.828 2.837
H 1.551 -0.150 -1.730
H 2.741 -1.268 0.074
H 1.075 1.076 -3.992
H 0.273 2.694 2.285
H -0.253 -0.834 2.368
H -0.368 -0.071 -2.939
H -1.041 2.579 1.143
H 1.619 2.222 -2.608
H -3.619 -2.189 0.467
H -2.781 -0.739 1.046
H -0.979 1.167 -1.910
*
```

5.
The following is a quantum chemistry calculation of a structure of composition C7H18N6O11Zn, from the OMol25 dataset.

* Kohn-Sham gap: 2.6 eV
* ΔE to the lowest compared entry with this formula, charge and spin: 146.72 kcal/mol
* M: 427.642 g/mol
* lowest unoccupied orbital energy: 3.84 eV

```
! RIJCOSX wB97M-V def2-TZVPD def2/J DEFGRID3
* xyz -2 1
Zn -26.143 0.606 8.720
O -27.215 -0.895 9.571
O -24.648 -0.545 7.843
O -27.336 -2.533 8.261
O -24.945 -0.495 5.903
O -29.567 0.275 5.833
O -27.548 -0.711 7.725
O -24.933 1.162 10.242
O -27.772 2.599 6.609
O -25.191 1.139 6.972
O -27.160 2.156 9.449
O -27.029 0.690 14.422
N -27.030 4.220 10.156
N -27.368 0.528 12.229
N -23.572 1.326 12.004
N -28.843 3.114 10.591
N -26.438 -1.092 13.156
N -24.061 2.990 11.043
C -26.932 0.085 13.351
C -27.624 3.099 9.969
C -27.760 -1.442 8.621
C -24.492 0.128 6.813
C -24.241 1.728 11.050
C -30.050 1.602 6.018
C -28.893 2.642 5.701
H -27.708 1.478 12.277
H -29.308 3.649 5.694
H -30.446 1.761 7.021
H -27.230 4.716 11.013
H -23.492 0.326 12.120
H -29.277 2.205 10.516
H -28.848 0.255 6.469
H -23.491 3.279 11.825
H -28.649 2.418 4.662
H -22.994 2.003 12.481
H -25.995 -1.666 13.859
H -26.114 4.220 9.731
H -26.464 -1.449 12.211
H -29.320 3.812 11.143
H -24.279 3.652 10.312
H -27.146 0.100 11.342
H -27.146 1.928 6.327
H -30.929 1.787 5.401
*
```

6.
The following is a quantum chemistry calculation of a cluster of 2 separate species, C7H18NOP2 in total, from the OMol25 dataset.

* Kohn-Sham gap: 6.8 eV
* ΔE to the lowest compared entry with this formula, charge and spin: 30.91 kcal/mol
* M: 194.175 g/mol
* lowest unoccupied orbital energy: -5.06 eV

```
! RIJCOSX wB97M-V def2-TZVPD def2/J DEFGRID3
* xyz 1 1
P 1.536 0.603 -0.794
P -2.435 1.801 -0.297
O -2.352 -0.876 0.671
N 2.829 0.206 0.243
C -3.397 -1.184 1.524
C 0.189 1.262 0.175
C -0.674 1.924 -0.893
C 4.026 -0.325 -0.431
C 2.822 0.243 1.522
C -2.671 -0.061 -0.478
C 0.600 -1.817 -1.033
H 1.942 0.382 2.243
H 3.756 0.226 2.044
H -2.160 -0.321 -1.406
H 4.244 -1.313 -0.008
H -2.957 2.149 -1.462
H 4.942 0.165 -0.284
H -0.453 0.552 0.753
H 0.477 2.016 0.793
H -3.701 -0.204 -0.625
H 3.714 -0.307 -1.469
H -4.253 -1.705 1.101
H -0.618 1.356 -1.865
H 0.983 -1.889 -1.983
H -3.782 -0.202 1.839
H 1.088 -2.278 -0.264
H -2.844 -1.721 2.332
H -0.370 2.919 -1.037
H -0.482 -1.603 -0.911
*
```

7.
The following is a quantum chemistry calculation of the ion C7H18NS2 with charge +1, from the OMol25 dataset.

* Kohn-Sham gap: 10.1 eV
* ΔE to the lowest compared entry with this formula, charge and spin: 46.13 kcal/mol
* M: 180.362 g/mol
* lowest unoccupied orbital energy: -3.30 eV

```
! RIJCOSX wB97M-V def2-TZVPD def2/J DEFGRID3
* xyz 1 1
S 2.769 0.444 -0.538
S -2.634 0.016 -0.509
N -0.086 1.460 -0.426
C -0.409 -2.208 0.524
C -0.760 0.607 1.752
C -0.886 2.684 -0.224
C 0.247 -1.000 -0.031
C 1.685 -0.720 0.529
C -0.611 0.277 0.201
C 0.317 -1.283 -1.556
H 0.068 1.324 2.080
H -1.420 -2.203 0.331
H -0.006 -3.081 0.092
H 0.686 -2.256 -1.835
H -1.750 1.056 2.069
H -0.746 -1.034 -1.895
H -0.251 3.485 -0.494
H -0.208 -2.280 1.670
H -1.077 2.862 0.814
H 0.939 1.563 -0.070
H 3.680 0.642 0.348
H 1.489 -0.185 1.512
H -2.506 -1.187 -1.039
H -0.123 1.222 -1.418
H 1.030 -0.523 -1.967
H -1.793 2.433 -0.731
H 2.240 -1.617 0.445
H -0.606 -0.208 2.393
*
```

We obtain calculated total energy values of -10529.1465; -12574.2963; -25451.6535; -18405.5870; -87423.9171; -29654.5912; -30703.1402 eV for the records listed above, in that order.
We obtain largest force on an atom values of 5.0; 5.5; 7.8; 3.9; 17.7; 4.8; 4.7 eV/A for the records listed above, in that order.